Record 1
An isolated ion of composition C4H11NO and charge -1. Source: the Open Molecules 2025 dataset; level of theory: ωB97M-V with the def2-TZVPD basis set.

Computed properties:
Molecular weight (g/mol): 89.138
Relative energy (zero: lowest compared OMol25 entry of this formula, charge and spin) (kJ/mol): 108.1
Charge: -1
E (eV): -7861.39326
Spin multiplicity: 2
Highest occupied orbital energy (alpha / beta) (eV): 1.389 / -5.313

Last columns: bonded neighbours and bond lengths (Å).
Atoms and positions in Å:
1 C -1.149 0.607 1.481  C2 1.547, H7 1.079, H8 1.092, H9 1.117
2 C -0.293 1.079 0.282  C1 1.547, C3 1.553, N6 1.477, H10 1.124
3 C 0.753 0.110 -0.332  C2 1.553, C4 1.525, H11 1.084, H12 1.117
4 C 0.338 -1.357 -0.382  C3 1.525, O5 1.406, H13 1.110, H14 1.128
5 O 1.438 -2.229 -0.305  C4 1.406, H15 0.970
6 N -1.153 1.820 -0.663  C2 1.477, H16 1.017, H17 1.018
7 H -1.203 1.332 2.279  C1 1.079
8 H -0.804 -0.395 1.743  C1 1.092
9 H -2.199 0.647 1.102  C1 1.117
10 H 0.405 1.839 0.727  C2 1.124
11 H 0.960 0.356 -1.368  C3 1.084
12 H 1.656 0.148 0.325  C3 1.117
13 H -0.197 -1.784 0.491  C4 1.110
14 H -0.233 -1.548 -1.336  C4 1.128
15 H 2.344 -2.007 -0.571  O5 0.970
16 H -0.614 2.435 -1.267  N6 1.017
17 H -1.574 1.176 -1.329  N6 1.018

Computed Löwdin charges, given in elementary charges: C -0.141; C -0.574; C -0.301; C -0.360; O -0.131; N -0.052; H 0.032; H 0.043; H 0.064; H 0.068; H 0.039; H 0.083; H 0.102; H 0.094; H 0.076; H -0.041; H -0.001

Record 2
A 2-piece molecular cluster, C4H11NO overall. Source: the Open Molecules 2025 dataset; level of theory: ωB97M-V with the def2-TZVPD basis set.

Computed properties:
Molecular weight (g/mol): 89.138
Relative energy (zero: lowest compared OMol25 entry of this formula, charge and spin) (kJ/mol): 163.0
Charge: -1
E (eV): -7860.82468
Spin multiplicity: 2
Highest occupied orbital energy (alpha / beta) (eV): 1.619 / -2.936

Last columns: bonded neighbours and bond lengths (Å).
Atoms and positions in Å:
1 C -1.020 -0.430 1.560  C2 1.522, H6 1.095, H7 1.094, H8 1.080
2 C -0.270 -0.583 0.244  C1 1.522, C3 1.332, N5 1.402
3 C 0.608 -1.577 0.129  C2 1.332, H9 1.078, H10 1.085
4 C -1.157 1.657 -0.619  N5 1.489, H11 1.083, H12 1.102, H13 1.098
5 N -0.271 0.463 -0.690  C2 1.402, C4 1.489, H14 1.001
6 H -0.316 -0.174 2.358  C1 1.095
7 H -1.499 -1.392 1.763  C1 1.094
8 H -1.813 0.303 1.596  C1 1.080
9 H 0.924 -2.356 0.804  C3 1.078
10 H 0.925 -1.841 -0.875  C3 1.085
11 H -1.705 1.663 0.315  C4 1.083
12 H -1.794 1.650 -1.518  C4 1.102
13 H -0.508 2.538 -0.695  C4 1.098
14 H -0.317 0.029 -1.591  N5 1.001
15 H 2.529 0.799 -0.886  O17 0.961
16 H 2.664 -0.768 -0.740  O17 0.959
17 O 3.020 0.019 -1.157  H15 0.961, H16 0.959

Computed Löwdin charges, given in elementary charges: C -0.118; C -0.529; C -0.115; C -0.138; N -0.090; H 0.029; H 0.052; H 0.026; H -0.027; H -0.033; H 0.040; H 0.045; H 0.049; H 0.024; H 0.001; H -0.040; O -0.176

Record 3
A 2-piece molecular cluster, C4H11NO overall. Source: the Open Molecules 2025 dataset; level of theory: ωB97M-V with the def2-TZVPD basis set.

Computed properties:
Molecular weight (g/mol): 89.138
Relative energy (zero: lowest compared OMol25 entry of this formula, charge and spin) (kJ/mol): 230.2
E (eV): -7862.16816
SMILES: C/C=C(/C)N.O
Highest occupied orbital energy (eV): -7.173

Last columns: bonded neighbours and bond lengths (Å).
Atoms and positions in Å:
1 C 0.357 -2.020 -0.681  C2 1.526, H6 1.110, H7 1.090, H8 1.095
2 C -0.347 -0.808 -0.077  C1 1.526, C3 1.374, H9 1.096
3 C 0.146 0.165 0.758  C2 1.374, C4 1.516, N5 1.391
4 C -0.689 0.407 2.000  C3 1.516, H10 1.088, H11 1.112, H12 1.072
5 N 1.175 1.042 0.432  C3 1.391, H13 1.006, H14 1.008
6 H 1.285 -1.686 -1.192  C1 1.110
7 H -0.186 -2.639 -1.394  C1 1.090
8 H 0.670 -2.668 0.144  C1 1.095
9 H -1.443 -0.787 -0.080  C2 1.096
10 H -0.381 1.309 2.524  C4 1.088
11 H -1.681 0.788 1.672  C4 1.112
12 H -0.840 -0.474 2.593  C4 1.072
13 H 1.383 1.086 -0.551  N5 1.006
14 H 0.984 1.984 0.735  N5 1.008
15 O -0.014 1.748 -2.080  H16 0.960, H17 0.974
16 H -0.225 1.718 -3.016  O15 0.960
17 H -0.193 0.836 -1.788  O15 0.974

Computed Löwdin charges, given in elementary charges: C -0.114; C -0.196; C -0.388; C -0.046; N 0.096; H 0.067; H 0.059; H 0.064; H 0.088; H 0.068; H 0.095; H 0.072; H 0.063; H 0.092; O -0.070; H 0.040; H 0.012